No. 1
Density functional theory data (ωB97M-V/def2-TZVPD) for 9 unconnected molecules or ions with the total composition C4H26NO10 in a non-equilibrium geometry.

Each atom is followed by the atoms it is bonded to, with distances in Å.
Cartesian coordinates (Å):
1 O -2.6409 0.4648 -1.3547  C2 1.196
2 C -1.9325 -0.1904 -2.0607  O1 1.196, C3 1.539, H8 1.112
3 C -0.4763 0.1971 -2.3708  C2 1.539, C4 1.566, N7 1.513, H9 1.091
4 C -0.0021 1.1806 -1.2477  C3 1.566, C5 1.530, O6 1.411, H10 1.091
5 C 0.1761 2.5761 -1.8485  C4 1.530, H11 1.091, H12 1.099, H13 1.094
6 O 1.2125 0.7014 -0.7121  C4 1.411, H14 0.959
7 N 0.3729 -1.0541 -2.3266  C3 1.513, H15 1.034, H16 1.020, H17 1.057
8 H -2.2468 -1.2356 -2.2719  C2 1.112
9 H -0.2705 0.6829 -3.3261  C3 1.091
10 H -0.7721 1.2029 -0.4751  C4 1.091
11 H 0.5600 3.2154 -1.0523  C5 1.091
12 H 1.0235 2.5790 -2.5477  C5 1.099
13 H -0.7571 2.8657 -2.3396  C5 1.094
14 H 1.6549 1.3928 -0.2161  O6 0.959
15 H 1.3167 -0.9357 -1.9210  N7 1.034
16 H 0.5145 -1.3520 -3.2913  N7 1.020
17 H -0.1277 -1.8422 -1.8318  N7 1.057
18 H 2.5360 0.8311 1.8618  O20 0.954
19 H 3.8752 1.4881 1.4910  O20 0.968
20 O 2.9291 1.4832 1.2874  H18 0.954, H19 0.968
21 H -0.9197 -2.6194 -0.0092  O23 0.994
22 H -0.0414 -3.7171 -0.5631  O23 0.967
23 O -0.7568 -3.1311 -0.8456  H21 0.994, H22 0.967
24 H -0.5589 0.7865 3.4214  O26 0.947
25 H -1.3272 -0.5158 3.5867  O26 0.963
26 O -0.6988 0.0690 4.0227  H24 0.947, H25 0.963
27 H 3.9873 -1.2343 -1.7301  O29 0.977
28 H 3.3314 -1.4738 -0.3920  O29 0.971
29 O 3.1289 -1.4914 -1.3418  H27 0.977, H28 0.971
30 H 0.9049 -0.7038 3.2217  O32 0.976
31 H 2.2652 -1.3434 3.1436  O32 0.956
32 O 1.7112 -0.7232 2.6718  H30 0.976, H31 0.956
33 H -2.6563 3.1157 0.9045  O35 0.968
34 H -3.6212 2.3656 -0.0574  O35 0.974
35 O -3.0018 2.2389 0.6830  H33 0.968, H34 0.974
36 H -2.3415 0.4722 1.1489  O38 0.958
37 H -3.1462 -0.4669 2.0799  O38 0.966
38 O -2.2577 -0.1477 1.8749  H36 0.958, H37 0.966
39 H 0.4820 -1.8003 1.5453  O41 0.951
40 H -1.0859 -1.6598 1.6905  O41 0.981
41 O -0.3429 -2.2710 1.4982  H39 0.951, H40 0.981

Highest occupied orbital energy, hartree: -0.505
Energy, eV: -26529.518
Energy relative to the best compared isomer or geometry (same formula, charge and spin), eV: 2.091
Charge: +1
Frontier orbital gap, eV: 10.78

These are the natural (NBO) partial charges, in e, on atoms 1 to 6: number 1, O, carries -0.490; number 2, C, carries 0.428; number 3, C, carries -0.182; number 4, C, carries 0.095; number 5, C, carries -0.641; number 6, O, carries -0.757

***

No. 2
Density functional theory data (ωB97M-V/def2-TZVPD) for 8 unconnected molecules or ions with the total composition C4H26NO8S2.

Each atom is followed by the atoms it is bonded to, with distances in Å.
Cartesian coordinates (Å):
1 N -1.1910 0.0283 2.8226  C2 1.515, H9 1.060, H10 1.013, H11 1.012
2 C -0.9890 -1.0228 1.7503  N1 1.515, C3 1.526, C5 1.523, H12 1.073
3 C -1.2658 -0.4154 0.3779  C2 1.526, O4 1.417, H13 1.090, H14 1.091
4 O -1.8789 -1.4009 -0.4354  C3 1.417, H15 0.988
5 C 0.4059 -1.6253 1.8570  C2 1.523, S6 1.818, H16 1.077, H17 1.089
6 S 1.7189 -0.4382 2.2735  C5 1.818, S7 1.989
7 S 2.9066 -0.1253 0.7087  S6 1.989, C8 1.796
8 C 2.2346 1.2596 -0.2175  S7 1.796, H18 1.086, H19 1.089, H20 1.077
9 H -0.8454 0.9856 2.5262  N1 1.060
10 H -0.7134 -0.2090 3.6841  N1 1.013
11 H -2.1772 0.1393 3.0217  N1 1.012
12 H -1.7300 -1.7745 1.9420  C2 1.073
13 H -1.9703 0.4144 0.4361  C3 1.090
14 H -0.3409 -0.0510 -0.0708  C3 1.091
15 H -1.1702 -1.9780 -0.8106  O4 0.988
16 H 0.6288 -2.1058 0.9197  C5 1.077
17 H 0.4516 -2.4205 2.5999  C5 1.089
18 H 2.1994 2.1810 0.3559  C8 1.086
19 H 1.2468 1.0884 -0.6440  C8 1.089
20 H 2.9147 1.4024 -1.0402  C8 1.077
21 H -3.8763 1.1785 -2.1590  O23 0.960
22 H -3.1409 -0.1581 -2.0512  O23 0.965
23 O -3.5168 0.4617 -2.6875  H21 0.960, H22 0.965
24 H -1.9943 3.8431 -0.6345  O26 0.956
25 H -1.0084 2.8802 -1.3515  O26 0.989
26 O -1.5806 2.9854 -0.5515  H24 0.956, H25 0.989
27 H -1.0234 2.6665 0.9769  O29 0.979
28 H -0.1207 3.1356 2.1742  O29 0.967
29 O -0.8124 2.5094 1.9198  H27 0.979, H28 0.967
30 H 0.0853 3.4327 -3.3459  O32 0.963
31 H -0.4793 1.9972 -3.3168  O32 0.985
32 O -0.0696 2.6912 -2.7512  H30 0.963, H31 0.985
33 H -2.1609 0.6693 -3.7070  O35 0.983
34 H -1.4967 0.8096 -5.1038  O35 0.973
35 O -1.2898 0.7605 -4.1544  H33 0.983, H34 0.973
36 H 2.3851 -4.7455 -0.4102  O38 0.968
37 H 3.2199 -3.4552 -0.5399  O38 0.969
38 O 2.3301 -3.7818 -0.3396  H36 0.968, H37 0.969
39 H 0.3219 -2.1878 -2.3029  O41 0.959
40 H 0.8629 -3.1699 -1.1784  O41 0.983
41 O 0.0619 -2.8083 -1.6188  H39 0.959, H40 0.983

Highest occupied orbital energy, hartree: -0.444
Energy, eV: -44106.383
Charge: +1
Frontier orbital gap, eV: 9.53

These are the natural (NBO) partial charges, in e, on atoms 1 to 6: number 1, N, carries -0.710; number 2, C, carries -0.078; number 3, C, carries -0.090; number 4, O, carries -0.758; number 5, C, carries -0.584; number 6, S, carries 0.065

***

No. 3
Density functional theory data (ωB97M-V/def2-TZVPD) for 9 unconnected molecules or ions with the total composition C4H26O8.

Each atom is followed by the atoms it is bonded to, with distances in Å.
Cartesian coordinates (Å):
1 C 1.0662 2.4337 -0.6205  C2 1.525, H5 1.091, H6 1.093, H7 1.093
2 C 0.8564 0.9792 -0.2120  C1 1.525, C3 1.527, H8 1.091, H9 1.090
3 C 1.6017 0.6151 1.0705  C2 1.527, C4 1.526, H10 1.092, H11 1.097
4 C 1.4730 -0.8676 1.4066  C3 1.526, H12 1.093, H13 1.091, H14 1.094
5 H 0.4970 2.6751 -1.5197  C1 1.091
6 H 2.1211 2.6401 -0.8174  C1 1.093
7 H 0.7738 3.1355 0.1646  C1 1.093
8 H 1.1416 0.3185 -1.0315  C2 1.091
9 H -0.2049 0.7985 -0.0401  C2 1.090
10 H 1.1759 1.2204 1.8736  C3 1.092
11 H 2.6617 0.8949 1.0397  C3 1.097
12 H 0.4421 -1.1412 1.6434  C4 1.093
13 H 2.0947 -1.1453 2.2588  C4 1.091
14 H 1.7420 -1.5221 0.5725  C4 1.094
15 O -1.0387 -0.7728 -2.4157  H16 0.963, H17 0.990
16 H -1.0774 0.1583 -2.6605  O15 0.963
17 H -0.1183 -1.0486 -2.6529  O15 0.990
18 O 3.5262 -0.7908 -1.4552  H19 0.964, H20 0.967
19 H 4.0668 -0.1456 -1.9258  O18 0.964
20 H 3.2145 -0.3179 -0.6713  O18 0.967
21 O 1.4454 -1.6905 -3.0026  H22 0.982, H23 0.963
22 H 2.1972 -1.4067 -2.4376  O21 0.982
23 H 1.4556 -2.6529 -2.9838  O21 0.963
24 O -1.6038 -2.6242 -0.4287  H25 0.976, H26 0.960
25 H -1.3564 -1.9721 -1.1119  O24 0.976
26 H -2.3777 -3.1108 -0.7211  O24 0.960
27 O -3.4141 0.3799 -0.2232  H28 0.965, H29 0.982
28 H -2.7755 0.0315 -0.8574  O27 0.965
29 H -2.9758 1.1814 0.1384  O27 0.982
30 O -1.3450 0.6254 3.1911  H31 0.959, H32 0.989
31 H -0.4928 0.2840 3.4698  O30 0.959
32 H -1.8300 -0.1223 2.7614  O30 0.989
33 O -1.9946 2.3530 1.1199  H34 0.962, H35 0.983
34 H -1.1858 2.8146 0.8804  O33 0.962
35 H -1.8036 1.8206 1.9241  O33 0.983
36 O -2.6229 -1.3429 1.8336  H37 0.980, H38 0.980
37 H -2.1592 -1.9097 1.1824  O36 0.980
38 H -3.1767 -0.7760 1.2578  O36 0.980

Highest occupied orbital energy, hartree: -0.393
Energy, eV: -20951.545
Energy relative to the best compared isomer or geometry (same formula, charge and spin), eV: 0.000
SMILES string: CCCC.O.O.O.O.O.O.O.O
Charge: 0
Frontier orbital gap, eV: 10.85

These are the natural (NBO) partial charges, in e, on atoms 1 to 6: number 1, C, carries -0.605; number 2, C, carries -0.415; number 3, C, carries -0.410; number 4, C, carries -0.620; number 5, H, carries 0.211; number 6, H, carries 0.201

***

No. 4
Density functional theory data (ωB97M-V/def2-TZVPD) for 10 unconnected molecules or ions with the total composition C4H28N2O10S in a non-equilibrium geometry.

Each atom is followed by the atoms it is bonded to, with distances in Å.
Cartesian coordinates (Å):
1 C 2.8271 0.4113 -1.1780  N2 1.445, H9 1.186, H10 1.086, H11 1.140
2 N 2.2254 -0.8887 -0.9864  C1 1.445, C3 1.328, H12 1.044
3 C 0.9566 -1.1401 -0.6847  N2 1.328, O4 1.250, C5 1.535
4 O 0.5479 -2.3123 -0.8275  C3 1.250
5 C 0.1803 -0.1588 0.2047  C3 1.535, N6 1.483, C7 1.577, H13 1.121
6 N -0.5310 0.6989 -0.7732  C5 1.483, H14 1.037, H15 0.939
7 C -0.5916 -0.9712 1.3141  C5 1.577, S8 1.843, H16 1.126, H17 1.177
8 S -0.7152 -0.3203 3.0341  C7 1.843, H18 1.318
9 H 2.1182 1.3095 -0.8676  C1 1.186
10 H 2.8448 0.6377 -2.2401  C1 1.086
11 H 3.8543 0.6240 -0.7319  C1 1.140
12 H 2.8302 -1.7215 -1.1635  N2 1.044
13 H 1.0038 0.5656 0.4350  C5 1.121
14 H -1.1815 0.1174 -1.3329  N6 1.037
15 H -0.9205 1.4170 -0.3102  N6 0.939
16 H -1.5744 -1.3700 0.9345  C7 1.126
17 H 0.1207 -1.8989 1.4479  C7 1.177
18 H 0.0407 0.7503 2.8977  S8 1.318
19 O -0.5355 -0.0743 -3.8898  H20 0.956, H21 0.946
20 H -0.2265 0.7915 -3.6277  O19 0.956
21 H -1.1592 0.0164 -4.5951  O19 0.946
22 O 3.0542 -1.6035 2.3371  H23 0.960, H24 0.949
23 H 2.4431 -2.0724 2.9102  O22 0.960
24 H 3.0811 -0.7684 2.7863  O22 0.949
25 O -3.3489 -1.7866 -0.4743  H26 1.067, H27 0.997
26 H -3.3614 -2.7135 -1.0028  O25 1.067
27 H -2.4446 -1.7186 -0.0589  O25 0.997
28 O 1.1845 2.6693 -2.7340  H29 1.076, H30 0.903
29 H 0.8900 1.8286 -2.1310  O28 1.076
30 H 1.1105 3.4754 -2.3348  O28 0.903
31 O 2.4452 1.2816 2.6844  H32 1.001, H33 0.979
32 H 2.7631 1.4013 3.6256  O31 1.001
33 H 1.7203 1.9377 2.7307  O31 0.979
34 O -3.2005 -0.3564 -3.3154  H35 0.904, H36 1.034
35 H -2.4008 -0.4164 -2.8975  O34 0.904
36 H -3.7660 -0.8544 -2.6070  O34 1.034
37 O -1.8500 2.8038 2.4970  H38 0.947, H39 0.892
38 H -2.2706 3.6048 2.2162  O37 0.947
39 H -2.3453 2.3032 3.0439  O37 0.892
40 O -1.7626 -2.8093 -2.1731  H41 0.983, H42 0.950
41 H -1.2933 -2.1994 -2.7839  O40 0.983
42 H -1.3053 -2.7193 -1.3449  O40 0.950
43 O 0.7593 3.2064 2.0197  H44 1.085, H45 0.957
44 H -0.1749 3.0388 1.4938  O43 1.085
45 H 0.6005 4.0903 2.3499  O43 0.957

Highest occupied orbital energy, hartree: -0.342
Energy, eV: -38890.064
Energy relative to the best compared isomer or geometry (same formula, charge and spin), eV: 6.563
SMILES string: CNC(=O)[C@@H](N)CS.O.O.O.O.O.O.O.O.O
Charge: 0
Frontier orbital gap, eV: 9.00

These are the natural (NBO) partial charges, in e, on atoms 1 to 6: number 1, C, carries -0.429; number 2, N, carries -0.596; number 3, C, carries 0.682; number 4, O, carries -0.682; number 5, C, carries -0.168; number 6, N, carries -0.844

***

No. 5
Density functional theory data (ωB97M-V/def2-TZVPD) for 9 unconnected molecules or ions with the total composition C4H28N2O9 in a non-equilibrium geometry.

Each atom is followed by the atoms it is bonded to, with distances in Å.
Cartesian coordinates (Å):
1 C -0.9779 2.0366 -2.3058  C2 1.523, H8 1.175, H9 1.092, H10 1.095
2 C -0.9981 1.2812 -0.9840  C1 1.523, O3 1.430, C4 1.605, H11 1.124
3 O -2.1413 1.7023 -0.2362  C2 1.430, H12 0.950
4 C -0.8277 -0.3148 -0.9928  C2 1.605, N5 1.433, H13 1.085, H14 1.111
5 N -0.9152 -0.7222 0.3782  C4 1.433, C6 1.508, H15 1.057
6 C -0.8059 -2.2068 0.6200  N5 1.508, N7 1.464, H16 1.091, H17 1.102
7 N 0.5215 -2.7544 0.3367  C6 1.464, H18 0.999, H19 1.026
8 H -1.9318 2.0049 -2.9902  C1 1.175
9 H -0.2161 1.4985 -2.8733  C1 1.092
10 H -0.7830 3.1003 -2.1302  C1 1.095
11 H -0.1360 1.5195 -0.3032  C2 1.124
12 H -3.0166 1.6693 -0.6031  O3 0.950
13 H -1.4630 -0.9926 -1.5537  C4 1.085
14 H 0.1561 -0.5081 -1.4709  C4 1.111
15 H -0.2689 -0.2131 1.0424  N5 1.057
16 H -1.1659 -2.2969 1.6462  C6 1.091
17 H -1.5149 -2.7896 0.0102  C6 1.102
18 H 1.1414 -2.5848 1.1010  N7 0.999
19 H 0.5003 -3.7752 0.2360  N7 1.026
20 O 0.1887 3.1079 1.8676  H21 0.946, H22 0.957
21 H 0.1808 2.1642 1.9391  O20 0.946
22 H 0.5597 3.1951 0.9896  O20 0.957
23 O -0.9763 -1.0650 -4.0462  H24 0.971, H25 0.942
24 H -0.0871 -1.3241 -3.7530  O23 0.971
25 H -1.1807 -0.1758 -3.8129  O23 0.942
26 O 2.1008 -0.0610 -0.2382  H27 1.001, H28 0.977
27 H 2.1409 0.3400 0.6782  O26 1.001
28 H 1.4863 -0.7715 0.0311  O26 0.977
29 O 2.3533 2.3077 -1.4691  H30 0.954, H31 1.027
30 H 2.1507 1.3761 -1.4459  O29 0.954
31 H 1.8526 2.6913 -0.6590  O29 1.027
32 O 1.5238 -1.3698 -3.4293  H33 0.966, H34 1.004
33 H 1.8667 -0.5424 -3.0671  O32 0.966
34 H 1.1247 -1.9529 -2.7166  O32 1.004
35 O 1.9355 -0.8629 2.2999  H36 0.982, H37 1.001
36 H 2.6551 -1.5188 2.4288  O35 0.982
37 H 1.2642 -0.9689 3.0351  O35 1.001
38 O -1.4389 0.8217 3.7449  H39 0.957, H40 0.960
39 H -1.5943 1.6339 3.2630  O38 0.957
40 H -2.2092 0.2556 3.6555  O38 0.960
41 O -0.1472 -1.3040 4.0946  H42 0.964, H43 0.958
42 H -0.8042 -1.2627 3.3902  O41 0.964
43 H -0.1028 -0.3676 4.2922  O41 0.958

Highest occupied orbital energy, hartree: -0.345
Energy, eV: -26008.430
Energy relative to the best compared isomer or geometry (same formula, charge and spin), eV: 3.668
SMILES string: C[C@@H](O)CNCN.O.O.O.O.O.O.O.O
Charge: 0
Frontier orbital gap, eV: 9.40

These are the natural (NBO) partial charges, in e, on atoms 1 to 6: number 1, C, carries -0.644; number 2, C, carries 0.119; number 3, O, carries -0.757; number 4, C, carries -0.264; number 5, N, carries -0.645; number 6, C, carries -0.048